{"formula": "C2H2O2S", "method": "ωB97M-V with the def2-TZVPD basis set", "symbols": ["C", "C", "O", "O", "S", "H", "H"], "xyz": [[-0.2744, -0.0171, -0.0800], [1.1481, 0.1065, 0.0421], [-2.8748, -0.2780, -0.0523], [0.4164, -1.1647, -0.0481], [-1.6862, 0.7777, -0.1088], [1.5855, 0.3067, -0.8240], [1.6855, 0.2689, 1.0711]], "mulliken_charge": [0.308, -0.037, -0.547, -0.363, 0.163, 0.264, 0.211], "homo_lumo_gap_ev": 9.162, "relative_energy_kj_mol": 323.1, "lumo_ev": -0.013, "homo_ev": -9.176, "total_charge": 0, "energy_ha": -625.93930}